# C3H6N2O2

A single C3H6N2O2 molecule at a distorted geometry (ωB97M-V/def2-TZVPD, the Open Molecules 2025 dataset).

Calculated values
**Kohn-Sham gap**: 10.5 eV
**LUMO energy**: 0.63 eV
**Energy relative to the best compared isomer or geometry (same formula, charge and spin)**: 2.249 eV

Bonds (Å) are listed after each position.
Cartesian coordinates (Å):
1 N 1.0717 -0.4975 -1.5990  C2 1.445, H8 1.093, H9 1.020
2 C 1.4012 0.4645 -0.5726  N1 1.445, O3 1.201, C4 1.542
3 O 2.2655 1.2611 -0.8217  C2 1.201
4 C 0.5369 0.5363 0.7027  C2 1.542, N5 1.438, H10 1.124, H11 1.227
5 N -0.7403 -0.0628 0.4220  C4 1.438, C6 1.412, H12 1.043
6 C -1.8023 -0.4424 1.2715  N5 1.412, O7 1.252, H13 1.115
7 O -2.7632 -1.0566 0.7550  C6 1.252
8 H 1.5892 -0.3917 -2.5562  N1 1.093
9 H 0.4481 -1.3039 -1.6410  N1 1.020
10 H 1.0611 -0.0931 1.4729  C4 1.124
11 H 0.4147 1.6104 1.2828  C4 1.227
12 H -0.8611 -0.3359 -0.5774  N5 1.043
13 H -1.8048 -0.5509 2.3808  C6 1.115